Entry 1:
DFT (wB97M-V/def2-TZVPD) results for a molecular structure, C34H44FN3O6Pd.

```
89
Properties=species:S:1:pos:R:3:forces:R:3:mulliken_charge:R:1
Pd 0.266 0.455 -0.348 0.353 -0.270 0.418 0.757
F 3.520 5.176 3.099 -0.008 -0.005 0.009 -0.301
O 3.391 -0.093 0.671 -0.015 -0.063 -0.127 -0.611
O 1.836 1.494 0.303 0.063 0.103 -0.081 -0.814
O -1.166 1.762 0.215 -0.004 0.314 -0.321 -1.183
O 6.787 2.071 0.191 0.003 -0.017 0.008 -0.638
O 6.269 5.038 3.596 0.003 0.012 -0.009 -0.613
O 1.208 -1.231 -0.890 -0.053 0.076 -0.302 -1.441
N 6.472 3.540 1.894 -0.005 -0.007 -0.002 -0.082
N 4.661 2.784 0.658 -0.051 0.032 -0.010 0.130
N -1.169 -0.293 -1.400 -0.024 0.137 -0.190 -0.486
C -0.865 -1.460 -1.999 -0.107 -0.144 -0.036 -0.712
C 4.059 1.947 -0.381 0.020 0.095 0.099 -1.194
C -4.082 2.049 -5.236 0.006 0.006 -0.008 -1.606
C 0.070 -3.848 -3.011 -0.104 -0.055 -0.119 0.153
C -2.094 -4.292 -4.271 0.010 0.003 0.013 2.057
C -2.138 0.627 -1.620 -0.132 -0.065 -0.009 -0.946
C -3.988 1.642 -2.782 -0.020 0.114 0.067 -1.006
C -3.426 3.050 1.765 0.007 -0.007 0.006 -1.637
C 0.936 -3.185 -2.203 -0.032 0.104 0.103 -0.522
C 3.042 0.986 0.245 -0.104 -0.060 0.254 1.092
C 5.743 4.390 2.721 0.005 -0.003 0.009 0.240
C -2.010 4.640 0.423 0.007 0.019 -0.033 -1.742
C -1.713 -2.235 -2.843 0.095 0.094 0.132 -0.423
C 6.026 2.737 0.857 0.019 0.030 0.008 0.499
C -1.259 -3.407 -3.354 0.150 -0.086 -0.003 -0.946
C -2.288 -5.669 -3.620 -0.006 -0.009 0.012 -1.703
C -1.355 -4.455 -5.608 -0.002 -0.006 -0.008 -1.718
C -4.920 1.713 -3.994 0.004 0.014 0.045 2.094
C 2.308 -3.726 -1.807 -0.015 0.039 0.002 2.234
C -3.265 3.753 0.408 0.037 -0.005 -0.026 2.266
C -4.026 2.628 -1.741 -0.101 -0.023 -0.122 0.117
C -4.481 4.657 0.198 0.000 0.029 0.006 -2.208
C -2.104 1.717 -0.656 -0.138 -0.093 0.043 2.139
C -3.069 0.643 -2.691 0.060 -0.051 0.128 -0.248
C 3.415 -2.712 -2.141 -0.002 0.030 -0.072 -1.515
C -3.158 2.699 -0.692 0.080 -0.110 0.058 -0.647
C -6.000 2.785 -3.834 -0.018 -0.004 0.005 -2.236
C -3.469 -3.688 -4.552 -0.017 0.003 0.006 -2.105
C 2.314 -4.013 -0.297 0.000 0.024 0.020 -1.615
C 2.619 -5.028 -2.547 0.015 -0.017 0.002 -2.208
C 3.848 3.605 1.412 -0.029 -0.033 -0.027 -0.341
C 0.470 -1.927 -1.662 -0.074 -0.100 0.057 2.257
C 4.325 4.381 2.385 0.047 -0.002 0.011 0.335
C -5.613 0.359 -4.200 -0.011 -0.014 -0.002 -1.581
H -6.340 0.433 -5.011 0.013 -0.005 -0.011 0.495
H -1.181 -3.485 -6.077 -0.010 0.000 -0.002 0.386
H -4.527 5.378 1.015 -0.003 -0.003 0.000 0.442
H 2.112 -3.113 0.281 0.028 0.005 0.001 0.342
H -2.727 -1.919 -3.015 0.006 0.007 0.010 1.061
H -3.578 3.010 -5.118 -0.002 0.000 0.001 0.375
H -6.656 2.765 -4.706 0.003 0.003 0.001 0.453
H 3.349 -1.817 -1.528 -0.009 -0.023 0.016 0.178
H -2.119 5.406 1.194 0.006 -0.003 0.003 0.474
H -5.416 4.093 0.201 0.004 -0.006 -0.003 0.421
H -1.885 5.146 -0.537 -0.007 0.000 0.001 0.336
H 2.792 3.568 1.176 0.003 -0.015 -0.007 0.629
H 2.587 -4.898 -3.632 0.020 0.006 0.001 0.412
H 4.863 1.383 -0.842 0.011 -0.011 0.027 0.399
H 4.386 -3.174 -1.958 0.002 0.006 0.006 0.473
H -6.617 2.613 -2.950 -0.001 -0.008 -0.003 0.409
H 3.296 -4.386 0.000 -0.002 -0.014 -0.011 0.414
H -4.333 2.440 1.778 -0.001 0.003 -0.001 0.346
H 1.570 -4.773 -0.045 0.001 -0.001 -0.004 0.351
H -4.415 5.222 -0.734 0.004 0.000 0.002 0.394
H -3.008 -0.105 -3.464 0.053 0.031 -0.014 1.001
H -1.111 4.066 0.633 -0.007 -0.004 0.008 0.373
H -3.510 3.797 2.556 -0.005 0.004 -0.005 0.462
H 3.626 -5.350 -2.283 -0.009 -0.012 0.013 0.441
H -3.389 -2.721 -5.055 0.004 0.000 0.004 0.391
H 3.570 2.586 -1.117 0.019 0.002 -0.010 0.320
H -1.952 -5.064 -6.290 0.003 -0.005 0.005 0.468
H -4.721 2.104 -6.119 -0.001 -0.004 0.001 0.444
H -2.796 -5.577 -2.659 -0.006 0.003 -0.005 0.379
H -3.319 1.289 -5.415 -0.005 0.000 -0.004 0.303
H -4.797 3.380 -1.803 -0.007 -0.017 -0.006 0.614
H -0.390 -4.947 -5.483 0.000 0.003 0.000 0.335
H -6.139 0.046 -3.297 -0.013 0.012 -0.005 0.363
H -5.574 3.787 -3.769 0.003 -0.001 0.000 0.409
H 1.935 -5.833 -2.270 -0.019 0.012 -0.012 0.383
H 0.386 -4.800 -3.416 -0.008 0.015 -0.025 0.430
H 7.467 3.503 2.064 0.004 -0.001 -0.009 0.227
H -4.904 -0.426 -4.469 0.002 0.002 0.020 0.213
H -4.052 -3.559 -3.638 0.004 -0.007 0.000 0.395
H -2.895 -6.304 -4.269 0.004 0.000 -0.001 0.440
H -4.030 -4.356 -5.208 0.000 0.006 -0.006 0.504
H -1.339 -6.178 -3.453 0.001 0.005 0.004 0.350
H 3.373 -2.424 -3.195 0.004 -0.018 -0.002 0.314
H -2.574 2.413 1.990 0.001 0.005 0.007 0.307
```
Positions in Å, forces in eV/Å.

Total energy: -2165.4927 Eh
Frontier orbital gap (spin up / spin down): 5.82 / 5.74 eV
LUMO level (spin up / spin down): -2.4934 / -2.5320 eV



Entry 2:
DFT (wB97M-V/def2-TZVPD) results for a molecular structure, C34H44N8O2SSbSiW.

```
92
Properties=species:S:1:pos:R:3:forces:R:3:mulliken_charge:R:1
W -0.869 0.028 -0.454 -1.503 -0.055 0.160 0.695
Sb 1.310 -0.500 -2.158 0.859 0.386 -0.634 -0.742
S -2.283 1.194 1.261 0.554 -0.005 -0.419 -0.339
Si 0.292 -0.594 1.785 -0.147 -0.193 0.468 1.629
O -2.738 -0.381 -1.171 0.857 0.150 0.366 -0.783
O -1.737 -1.426 -3.017 -0.291 0.140 0.663 -0.760
N -1.257 -1.998 -0.747 -0.010 0.820 0.382 0.333
N -1.569 1.866 -2.011 0.122 0.106 0.142 0.352
N -2.796 3.283 -0.522 0.029 0.068 -0.380 0.379
N -3.062 3.738 1.567 -0.045 0.162 0.418 0.137
N -2.228 -2.462 1.885 0.053 0.079 -0.044 -0.284
N -2.462 -3.320 0.810 -0.054 -0.098 0.138 -0.383
N -1.748 -1.131 -1.780 -0.060 -1.244 -1.233 0.942
N -2.660 -3.650 -1.452 -0.095 -0.154 -0.156 -0.235
C 1.014 -1.830 -3.816 0.025 -0.030 0.195 -0.512
C -0.916 -0.677 4.340 -0.099 0.067 0.105 -0.200
C -3.132 3.584 3.031 -0.025 0.067 -0.175 -0.675
C -0.253 0.120 3.402 -0.203 -0.070 0.111 1.243
C 1.528 -2.533 3.313 0.033 -0.062 0.017 -0.862
C -2.720 2.768 0.717 -0.025 0.049 0.053 0.169
C 2.430 1.248 -4.469 -0.037 0.097 0.038 -1.362
C -0.991 1.147 5.900 0.020 0.045 -0.019 -0.734
C 3.819 1.462 1.010 -0.020 0.037 0.016 -0.796
C -3.460 2.416 -4.011 -0.141 0.061 0.010 -0.761
C 0.977 -2.293 2.044 0.111 -0.160 -0.024 1.520
C 1.556 0.618 1.080 -0.225 0.199 -0.409 0.650
C 0.042 1.442 3.743 0.046 0.031 0.158 -0.578
C -1.288 -0.169 5.579 0.004 -0.051 -0.060 -0.893
C 1.649 -4.531 1.391 -0.027 -0.034 -0.005 -0.824
C -1.414 1.467 -3.285 -0.023 -0.023 0.072 -0.273
C 2.129 -3.751 3.614 -0.016 0.087 0.003 -0.767
C 1.977 1.364 -3.016 0.003 -0.223 -0.165 -0.328
C 2.184 -4.751 2.656 -0.004 -0.007 -0.047 -0.902
C 2.323 -2.302 -4.437 -0.102 -0.063 -0.047 -1.232
C -2.302 1.732 -4.306 0.057 -0.059 -0.108 -1.558
C 3.402 2.577 0.281 0.103 -0.009 0.058 -0.765
C 1.166 1.749 0.338 0.418 -0.228 0.261 0.068
C -2.151 -2.992 -0.432 0.328 0.097 -0.149 -0.104
C -3.628 2.882 -2.716 -0.163 0.069 -0.095 -0.836
C 2.072 2.720 -0.078 0.046 -0.062 -0.021 -0.994
C -3.194 4.621 -0.436 0.068 -0.132 -0.147 -0.430
C 2.914 0.473 1.377 0.118 -0.018 0.029 -0.756
C 1.061 -3.313 1.086 -0.061 -0.111 0.295 -0.821
C -0.317 1.950 4.984 0.002 0.000 0.013 -0.695
C -2.657 2.619 -1.778 0.148 0.117 0.223 0.418
C -3.359 4.895 0.866 -0.005 -0.111 0.225 -0.703
C 3.285 -1.050 -1.529 -0.140 -0.211 0.203 -0.570
C 3.475 -2.337 -0.738 0.177 0.139 -0.096 -1.089
H -2.391 -3.374 -2.393 0.010 -0.014 0.021 0.184
H 1.642 0.885 -5.134 0.021 0.006 0.044 0.294
H -1.791 -0.805 6.298 0.020 0.037 -0.038 0.489
H 0.581 2.083 3.054 -0.028 -0.019 0.011 0.379
H -3.915 2.878 3.294 -0.053 -0.026 -0.023 0.327
H 2.800 1.644 -2.362 0.050 0.022 -0.040 0.515
H 1.744 3.591 -0.632 -0.021 -0.052 0.022 0.543
H -3.382 -4.347 -1.341 -0.037 0.056 -0.001 0.219
H 3.032 -3.201 -1.237 -0.011 0.029 0.005 0.286
H -3.363 4.552 3.464 0.009 0.035 -0.023 0.356
H -3.122 -2.128 2.232 -0.006 0.012 0.076 0.324
H -1.756 -2.985 2.615 0.081 0.002 -0.018 0.351
H -2.178 3.226 3.409 0.048 -0.018 -0.022 0.269
H 1.488 -1.766 4.080 0.036 -0.083 -0.060 0.484
H 3.293 0.593 -4.575 -0.011 0.025 0.008 0.325
H 3.668 -0.177 -1.004 -0.001 -0.034 -0.034 0.331
H 2.080 -2.981 -5.257 0.038 0.017 0.007 0.455
H 0.376 -1.290 -4.510 -0.031 -0.022 -0.110 0.467
H 4.544 -2.537 -0.635 -0.039 0.003 -0.013 0.492
H -3.300 5.247 -1.306 0.037 -0.069 0.031 0.579
H 2.914 -1.491 -4.858 -0.006 -0.018 0.014 0.270
H 2.730 2.234 -4.828 -0.003 -0.026 -0.029 0.489
H -2.091 1.369 -5.303 -0.003 0.000 0.023 0.543
H 3.050 -2.268 0.261 0.093 0.037 -0.098 0.016
H 2.652 -5.700 2.889 -0.028 0.018 0.000 0.439
H 0.120 1.978 0.199 -0.698 0.413 0.075 0.370
H 4.860 1.366 1.296 -0.055 0.021 -0.003 0.482
H -1.266 1.543 6.871 0.026 -0.017 -0.048 0.458
H -3.649 5.809 1.358 0.003 -0.065 0.009 0.492
H 3.771 -1.100 -2.506 0.023 0.030 0.035 0.935
H -4.218 2.593 -4.763 0.029 0.026 0.012 0.492
H -1.117 -1.722 4.127 0.029 0.097 0.064 0.327
H 1.198 2.108 -2.893 -0.094 0.114 0.022 0.528
H 2.551 -3.913 4.598 -0.012 0.008 -0.044 0.487
H 1.705 -5.311 0.640 -0.002 0.058 0.043 0.489
H -4.506 3.446 -2.431 0.024 -0.023 -0.032 0.639
H 3.256 -0.387 1.944 -0.007 0.043 -0.070 0.380
H -0.540 0.886 -3.508 0.119 -0.123 -0.020 0.693
H 4.118 3.345 0.007 -0.020 -0.066 0.036 0.451
H 0.426 -2.656 -3.425 -0.028 -0.037 -0.029 0.483
H 0.692 -3.155 0.085 -0.104 0.023 -0.142 0.852
H 2.944 -2.859 -3.735 -0.030 0.009 -0.002 0.284
H -3.010 -4.158 0.964 -0.023 -0.035 -0.047 0.223
H -0.055 2.969 5.247 -0.005 -0.054 0.000 0.525
```
Positions in Å, forces in eV/Å.

Total energy: -2904.4656 Eh
Total charge: +3
Frontier orbital gap (spin up / spin down): 5.64 / 5.64 eV
LUMO level (spin up / spin down): -10.4552 / -10.4571 eV



Entry 3:
DFT (wB97M-V/def2-TZVPD) results for a molecular structure, C34H44O2OsS2Se.

```
84
Properties=species:S:1:pos:R:3:forces:R:3:mulliken_charge:R:1
Os 1.616 -0.337 -1.409 1.762 1.507 0.475 0.820
Se -0.623 -1.510 -1.185 -0.113 0.089 0.156 -0.376
S 1.308 1.380 0.596 -0.624 -0.968 -0.646 -0.349
S 3.739 0.718 -1.693 -1.112 -0.978 -0.333 -0.506
O 0.687 0.852 -2.553 0.649 0.386 -1.000 -0.837
O 2.230 -1.640 -0.181 1.087 -0.455 -0.161 -0.801
C 3.824 1.925 -0.443 -0.147 0.800 0.971 0.248
C -2.098 -2.859 4.370 0.161 -0.166 -0.070 -1.695
C 0.032 -2.030 0.620 0.433 0.153 -0.205 -0.113
C 1.978 -2.797 1.865 0.140 0.271 -0.588 -0.868
C 1.440 -2.134 0.735 -1.487 -0.592 1.150 1.195
C -2.503 2.499 -2.757 -0.068 -0.202 0.147 0.448
C -0.270 3.183 -3.802 0.130 0.142 -0.079 2.173
C 4.039 -3.680 0.766 -0.044 0.079 0.001 -1.634
C -5.216 2.118 -0.425 0.051 0.007 -0.239 -1.686
C -1.400 0.276 -1.586 0.479 0.085 -0.130 -0.043
C 1.102 -3.320 2.793 -0.270 0.050 -0.087 0.621
C 4.217 3.940 1.470 0.350 0.006 -0.223 -0.540
C -2.750 0.533 -1.421 0.014 0.032 0.037 -0.512
C 0.321 2.380 -4.971 0.012 -0.022 0.084 -1.609
C -1.038 4.367 -4.396 0.078 -0.232 0.131 -2.395
C 4.106 -1.508 2.032 -0.064 -0.020 -0.086 -1.491
C -2.096 -4.929 2.958 0.146 0.109 0.120 -1.672
C -1.209 -3.909 3.688 -0.174 -0.064 0.124 2.147
C -5.577 0.687 -2.450 0.092 0.197 0.042 -1.672
C -1.158 2.273 -2.959 0.561 -0.424 0.041 -0.884
C -0.287 -3.239 2.675 0.014 -0.001 -0.035 -0.935
C 5.207 3.663 0.526 -0.076 0.202 0.262 -0.606
C -5.273 3.138 -2.692 0.071 -0.214 0.151 -2.193
C 2.820 2.207 0.513 0.825 0.074 -0.448 1.071
C 3.494 -2.915 1.982 0.201 0.027 0.015 2.164
C -4.825 1.906 -1.895 -0.202 0.001 0.063 2.118
C 3.931 -3.674 3.238 -0.150 0.121 -0.210 -2.389
C 5.007 2.674 -0.408 -0.184 -0.239 -0.124 -0.732
C -0.431 -4.658 4.778 -0.145 0.129 -0.184 -2.199
C -0.575 1.124 -2.369 -2.056 0.116 0.525 1.307
C -0.813 -2.583 1.567 -0.042 0.056 0.014 -0.508
C 3.048 3.222 1.456 -0.163 -0.226 -0.127 -0.823
C -3.325 1.655 -2.009 -0.003 -0.046 0.019 -0.927
C 0.862 3.733 -2.922 -0.006 -0.106 -0.003 -1.467
H 5.764 2.449 -1.144 0.172 0.032 -0.073 0.411
H 0.919 3.030 -5.606 0.046 0.119 -0.078 0.475
H 1.497 4.398 -3.502 0.058 0.128 -0.092 0.500
H -6.290 2.284 -0.353 -0.118 0.000 0.060 0.462
H 0.453 4.285 -2.078 -0.017 0.097 0.088 0.306
H 5.116 -3.810 0.859 0.139 -0.027 0.055 0.472
H 2.270 3.425 2.180 -0.044 0.022 0.055 0.413
H 3.579 -4.664 0.699 -0.021 -0.143 -0.008 0.374
H -6.650 0.871 -2.434 -0.106 -0.022 0.010 0.458
H 3.706 -0.949 2.876 -0.001 0.076 0.107 0.305
H -5.374 -0.202 -1.859 0.000 -0.160 0.053 0.341
H -0.475 1.947 -5.575 -0.086 -0.035 -0.109 0.362
H -1.490 -2.135 4.908 0.032 0.108 0.036 0.381
H 3.558 -4.696 3.230 -0.071 -0.166 0.071 0.433
H -3.337 -0.163 -0.841 -0.163 -0.032 0.019 0.570
H 1.482 2.928 -2.537 0.060 0.066 0.056 0.199
H -1.134 -5.129 5.463 -0.085 -0.038 0.045 0.450
H -0.351 4.976 -4.979 0.076 0.054 -0.043 0.451
H 6.129 4.224 0.528 0.099 0.040 -0.021 0.372
H -5.048 3.025 -3.751 0.018 0.044 -0.106 0.410
H -2.946 3.366 -3.211 -0.006 0.127 -0.095 0.769
H -1.479 -5.652 2.429 0.016 -0.099 -0.060 0.376
H 3.845 -3.142 -0.157 0.035 -0.044 -0.042 0.189
H -2.745 -4.440 2.238 -0.112 0.022 -0.118 0.343
H 0.961 1.579 -4.614 0.023 -0.021 -0.065 0.196
H 4.371 4.717 2.205 -0.008 0.041 0.047 0.371
H -1.467 4.997 -3.622 -0.107 0.109 0.109 0.411
H -6.350 3.259 -2.591 -0.098 -0.012 0.019 0.450
H 0.194 -5.440 4.352 0.089 -0.073 0.004 0.410
H 0.190 -3.981 5.361 0.111 0.048 0.069 0.405
H 1.509 -3.831 3.646 0.116 -0.054 0.084 0.782
H -2.719 -5.461 3.675 -0.083 -0.047 0.034 0.456
H -1.879 -2.500 1.413 -0.118 -0.078 0.068 0.568
H 3.889 -0.955 1.121 0.048 0.082 0.041 0.201
H -5.272 0.493 -3.477 -0.010 -0.054 -0.106 0.376
H -2.761 -3.348 5.082 -0.108 -0.012 0.073 0.464
H 3.596 -3.177 4.145 -0.063 0.046 0.166 0.414
H 5.017 -3.719 3.264 0.101 0.009 0.000 0.449
H -1.827 4.029 -5.063 -0.174 -0.004 -0.089 0.435
H 5.187 -1.574 2.135 0.157 -0.028 0.058 0.506
H -4.706 2.987 -0.016 0.062 0.064 0.082 0.384
H -2.708 -2.329 3.643 -0.082 0.104 -0.068 0.327
H -4.963 1.251 0.178 0.038 -0.090 0.116 0.324
H -4.804 4.046 -2.321 0.062 0.119 -0.005 0.402
```
Positions in Å, forces in eV/Å.

Total energy: -4760.9001 Eh
Frontier orbital gap (spin up / spin down): 6.90 / 5.34 eV
2S+1: 5
LUMO level (spin up / spin down): -0.4036 / -2.0283 eV



Q: What is the total energy in the second record?
A: -2904.4656 Eh